--- P ---
{
  "formula": "C3H10N2O",
  "method": "ωB97M-V/def2-TZVPD",
  "species": ["C", "N", "C", "H", "H", "H", "H", "H", "H", "H", "C", "N", "O", "H", "H", "H"],
  "positions_angstrom": [[1.577, -1.250, -0.663], [0.279, -0.903, -1.255], [0.506, -0.550, -2.662], [2.432, -0.951, -1.264], [1.758, -0.820, 0.321], [1.615, -2.344, -0.605], [-0.133, -0.040, -0.849], [1.094, -1.271, -3.206], [0.796, 0.504, -2.771], [-0.526, -0.444, -3.047], [-0.454, 1.060, 1.840], [-1.170, 1.337, 0.692], [-0.792, 0.196, 2.597], [0.412, 1.723, 1.977], [-1.050, 2.199, 0.167], [-2.069, 0.913, 0.502]],
  "total_charge": 1,
  "homo_lumo_gap_ev": [10.5, 5.3],
  "homo_energy_ha": [-0.50980, -0.50969],
  "multiplicity": 2,
  "lumo_energy_ev": [-3.34, -8.61]
}

***

--- Q ---
{
  "formula": "C3H10N2O",
  "method": "ωB97M-V/def2-TZVPD",
  "species": ["C", "N", "C", "O", "C", "N", "H", "H", "H", "H", "H", "H", "H", "H", "H", "H"],
  "positions_angstrom": [[0.010, -0.612, 0.213], [-0.455, 0.675, -0.346], [-1.694, 1.411, -0.323], [-1.578, 2.664, 0.220], [1.515, -0.814, 0.357], [1.853, -2.170, -0.083], [-0.453, -0.790, 1.196], [-0.500, -1.240, -0.519], [0.348, 1.320, -0.372], [-2.412, 0.845, 0.304], [-2.080, 1.247, -1.357], [-2.200, 2.748, 0.969], [1.816, -0.693, 1.385], [1.909, -0.009, -0.336], [2.762, -2.148, -0.537], [1.159, -2.433, -0.771]],
  "total_charge": 1,
  "homo_lumo_gap_ev": [10.6, 5.8],
  "homo_energy_ha": [-0.50487, -0.50470],
  "multiplicity": 2,
  "lumo_energy_ev": [-3.15, -7.89]
}

***

Energy above the most stable structure, in kJ/mol: P 0.0; Q 47.2

***

--- P ---
{
  "formula": "C3H10N2O",
  "method": "ωB97M-V/def2-TZVPD",
  "species": ["C", "C", "N", "H", "H", "H", "H", "H", "H", "N", "C", "O", "H", "H", "H", "H"],
  "positions_angstrom": [[-2.081, 0.018, -1.141], [-0.399, 1.528, -0.461], [-0.834, 0.332, -0.436], [-2.576, 1.006, -1.141], [-1.853, -0.240, -2.174], [-2.718, -0.726, -0.591], [-0.855, 2.463, -0.413], [0.688, 1.458, -0.368], [-0.169, -0.412, 0.030], [1.151, -1.419, 0.369], [1.604, -0.274, 1.228], [0.672, 0.647, 1.647], [0.827, -2.213, 0.965], [1.955, -1.885, -0.057], [2.322, 0.258, 0.444], [2.265, -0.542, 2.100]],
  "total_charge": 1,
  "homo_lumo_gap_ev": [10.4, 8.7],
  "homo_energy_ha": [-0.55662, -0.55357],
  "multiplicity": 2,
  "lumo_energy_ev": [-4.70, -6.35]
}

***

--- Q ---
{
  "formula": "C3H10N2O",
  "method": "ωB97M-V/def2-TZVPD",
  "species": ["C", "C", "N", "H", "H", "H", "H", "H", "H", "N", "C", "O", "H", "H", "H", "H"],
  "positions_angstrom": [[-2.240, 0.573, 1.159], [-0.319, 1.707, 1.866], [-0.801, 0.822, 1.185], [-2.697, 1.322, 0.538], [-2.173, -0.371, 0.618], [-2.683, 0.383, 2.162], [-0.886, 2.149, 2.733], [0.827, 1.773, 1.998], [0.226, -0.218, -0.285], [1.448, -2.038, -2.132], [1.452, -0.584, -1.696], [1.182, -0.580, -0.317], [1.124, -2.485, -1.298], [2.376, -2.316, -2.397], [0.713, -0.073, -2.368], [2.452, -0.065, -1.765]],
  "total_charge": 1,
  "homo_lumo_gap_ev": [10.1, 4.1],
  "homo_energy_ha": [-0.48967, -0.48544],
  "multiplicity": 2,
  "lumo_energy_ev": [-3.24, -9.16]
}

***

Energy above the most stable structure, in kJ/mol: P 0.0; Q 52.9

***

--- P ---
{
  "formula": "C3H9N2O",
  "method": "ωB97M-V/def2-TZVPD",
  "species": ["N", "C", "C", "N", "C", "O", "H", "H", "H", "H", "H", "H", "H", "H", "H"],
  "positions_angstrom": [[0.737, 1.729, 1.786], [1.142, 0.347, 1.546], [0.042, -0.479, 0.890], [0.029, -0.262, -0.527], [-1.195, -0.457, -1.429], [-0.875, -1.028, -2.582], [1.413, 2.450, 1.588], [-0.067, 1.945, 1.201], [1.532, -0.063, 2.489], [2.015, 0.266, 0.902], [-0.930, -0.218, 1.314], [0.318, -1.520, 1.128], [0.914, -0.481, -0.961], [-1.883, -1.083, -0.799], [-1.598, 0.578, -1.549]],
  "total_charge": -1,
  "homo_lumo_gap_ev": 6.3,
  "homo_energy_ha": -0.08305,
  "multiplicity": 1,
  "lumo_energy_ev": 4.08
}

***

--- Q ---
{
  "formula": "C3H9N2O",
  "method": "ωB97M-V/def2-TZVPD",
  "species": ["C", "C", "C", "N", "N", "O", "H", "H", "H", "H", "H", "H", "H", "H", "H"],
  "positions_angstrom": [[-1.278, -0.632, -0.560], [0.212, -0.785, -0.171], [0.420, -0.261, 1.312], [1.051, -0.078, -1.159], [0.794, 1.555, -1.108], [2.365, -0.383, -0.943], [-1.675, -1.552, -1.167], [-1.884, -0.588, 0.455], [-1.325, 0.327, -1.177], [0.545, -1.832, -0.175], [0.522, 0.782, 1.641], [1.340, -0.744, 1.452], [-0.260, -0.623, 2.093], [1.665, 1.745, -0.579], [1.035, 1.905, -2.023]],
  "total_charge": -1,
  "homo_lumo_gap_ev": 5.9,
  "homo_energy_ha": -0.05483,
  "multiplicity": 1,
  "lumo_energy_ev": 4.44
}

***

Energy above the most stable structure, in kJ/mol: P 0.0; Q 239.6

***

--- P ---
{
  "formula": "C3H3OS2",
  "method": "ωB97M-V/def2-TZVPD",
  "species": ["C", "C", "S", "C", "O", "S", "H", "H", "H"],
  "positions_angstrom": [[1.620, -0.441, 1.128], [0.424, -0.193, 0.579], [0.131, 1.002, -0.711], [-1.614, 0.439, -1.326], [-2.089, -0.554, -0.812], [-2.058, 1.443, -2.579], [1.541, -1.022, 2.032], [2.670, -0.143, 0.796], [-0.625, -0.530, 0.892]],
  "total_charge": -1,
  "homo_lumo_gap_ev": 7.5,
  "homo_energy_ha": -0.14065,
  "multiplicity": 1,
  "lumo_energy_ev": 3.70
}

***

--- Q ---
{
  "formula": "C3H3OS2",
  "method": "ωB97M-V/def2-TZVPD",
  "species": ["C", "C", "C", "O", "S", "S", "H", "H", "H"],
  "positions_angstrom": [[-0.927, 1.647, 0.125], [-0.075, 1.058, 0.862], [0.910, -2.593, -0.962], [2.070, -2.750, -1.097], [-0.623, -2.446, -0.724], [1.555, 0.520, 0.387], [-1.837, 1.875, 0.536], [-0.631, 1.998, -0.889], [-0.442, 0.692, 1.763]],
  "total_charge": -1,
  "homo_lumo_gap_ev": 5.6,
  "homo_energy_ha": -0.09070,
  "multiplicity": 1,
  "lumo_energy_ev": 3.16
}

***

Energy above the most stable structure, in kJ/mol: P 0.0; Q 57.4

***

--- P ---
{
  "formula": "C14H23BN6Pd",
  "method": "ωB97M-V/def2-TZVPD",
  "species": ["H", "N", "B", "N", "C", "Pd", "H", "C", "H", "C", "H", "C", "H", "H", "H", "N", "N", "N", "N", "C", "C", "H", "H", "C", "C", "C", "C", "H", "H", "H", "H", "H", "C", "C", "C", "C", "H", "H", "H", "H", "H", "H", "H", "H", "H"],
  "positions_angstrom": [[0.882, -0.333, 2.849], [0.968, -1.020, 0.862], [1.397, -2.242, -1.341], [1.570, -2.092, 0.216], [2.244, -2.820, 1.131], [-0.182, 0.483, -0.142], [2.783, -3.710, 0.804], [2.084, -2.207, 2.369], [2.504, -2.516, 3.316], [1.268, -1.083, 2.164], [1.999, -3.184, -1.763], [-1.597, 2.216, -1.326], [-1.735, 2.890, -0.495], [-2.566, 2.104, -1.845], [-0.862, 2.619, -2.008], [1.874, -0.889, -1.929], [-0.136, -2.270, -1.583], [1.297, 0.302, -1.494], [-0.929, -1.222, -1.130], [2.825, -0.608, -2.830], [-0.925, -3.191, -2.168], [3.367, -1.439, -3.249], [-0.478, -4.092, -2.561], [2.866, 0.771, -3.011], [-2.237, -2.725, -2.135], [1.882, 1.304, -2.177], [-2.198, -1.483, -1.483], [3.529, 1.312, -3.667], [-3.105, -3.217, -2.531], [1.559, 2.330, -2.011], [-3.000, -0.804, -1.229], [-1.386, 1.103, -1.012], [-1.789, 0.678, 2.708], [-1.387, 1.989, 2.037], [-1.364, 3.159, 3.013], [-0.054, 1.908, 1.301], [-1.114, 0.401, 3.531], [-1.826, -0.156, 1.992], [-2.799, 0.803, 3.127], [-2.131, 2.188, 1.255], [-0.636, 2.988, 3.813], [-1.098, 4.086, 2.495], [-2.354, 3.280, 3.457], [0.208, 2.836, 0.775], [0.785, 1.554, 1.904]],
  "homo_lumo_gap_ev": [6.9, 8.1],
  "homo_energy_ha": [-0.22337, -0.29435],
  "multiplicity": 3,
  "lumo_energy_ev": [0.79, 0.11]
}

***

--- Q ---
{
  "formula": "C14H23BN6Pd",
  "method": "ωB97M-V/def2-TZVPD",
  "species": ["H", "N", "B", "N", "C", "Pd", "H", "C", "H", "C", "H", "C", "H", "H", "H", "N", "N", "N", "N", "C", "C", "H", "H", "C", "C", "C", "C", "H", "H", "H", "H", "H", "C", "C", "C", "C", "H", "H", "H", "H", "H", "H", "H", "H", "H"],
  "positions_angstrom": [[-0.014, 2.575, 1.291], [0.428, 1.348, -0.393], [1.050, 0.401, -2.654], [0.923, 1.583, -1.654], [1.247, 2.882, -1.739], [-0.264, -0.614, 0.276], [1.698, 3.220, -2.655], [0.918, 3.496, -0.546], [1.059, 4.528, -0.278], [0.380, 2.517, 0.281], [1.413, 0.749, -3.729], [-1.269, -2.382, 0.499], [-1.743, -2.384, 1.486], [-0.515, -3.153, 0.325], [-1.949, -2.659, -0.307], [-0.418, -0.138, -2.724], [1.855, -0.757, -2.018], [-1.108, -0.520, -1.540], [1.467, -1.247, -0.771], [-1.266, -0.227, -3.752], [3.066, -1.260, -2.322], [-0.953, 0.043, -4.733], [3.556, -0.909, -3.211], [-2.478, -0.688, -3.263], [3.432, -2.143, -1.306], [-2.360, -0.849, -1.882], [2.397, -2.110, -0.356], [-3.346, -0.862, -3.824], [4.342, -2.693, -1.247], [-3.055, -1.255, -1.147], [2.310, -2.645, 0.585], [1.033, 0.327, 0.856], [0.501, 0.647, 3.292], [-0.870, 0.025, 3.166], [-1.800, 0.544, 4.264], [-1.414, 0.245, 1.752], [0.431, 1.739, 3.212], [1.114, 0.265, 2.465], [0.955, 0.386, 4.256], [-0.766, -1.067, 3.257], [-1.925, 1.633, 4.195], [-2.793, 0.086, 4.202], [-1.375, 0.320, 5.252], [-2.354, -0.299, 1.634], [-1.537, 1.303, 1.501]],
  "homo_lumo_gap_ev": [6.6, 7.8],
  "homo_energy_ha": [-0.21557, -0.31715],
  "multiplicity": 3,
  "lumo_energy_ev": [0.77, -0.87]
}

***

Energy above the most stable structure, in kJ/mol: P 0.0; Q 269.9

***

--- P ---
{
  "formula": "CH4OTl",
  "method": "ωB97M-V/def2-TZVPD",
  "species": ["Tl", "C", "O", "H", "H", "H", "H"],
  "positions_angstrom": [[10.411, 24.595, -2.483], [15.009, 20.947, -2.134], [14.430, 22.198, -1.825], [14.938, 20.778, -3.208], [16.056, 20.924, -1.832], [14.526, 20.088, -1.667], [14.623, 22.347, -0.897]],
  "total_charge": 3,
  "homo_lumo_gap_ev": 2.8,
  "homo_energy_ha": -0.95121,
  "multiplicity": 1,
  "lumo_energy_ev": -23.10
}

***

--- Q ---
{
  "formula": "CH4OTl",
  "method": "ωB97M-V/def2-TZVPD",
  "species": ["Tl", "C", "O", "H", "H", "H", "H"],
  "positions_angstrom": [[-0.603, -2.623, -1.768], [0.161, 0.684, 0.087], [-0.109, -0.600, 0.473], [-0.637, 1.036, -0.660], [0.327, 1.335, 0.955], [1.114, 0.746, -0.563], [-0.253, -0.577, 1.476]],
  "total_charge": 3,
  "homo_lumo_gap_ev": 4.2,
  "homo_energy_ha": -1.02245,
  "multiplicity": 1,
  "lumo_energy_ev": -23.58
}

***

Energy above the most stable structure, in kJ/mol: P 0.0; Q 107.9